Formula: C3H2N4
Source: OMol25
Level of theory: ωB97M-V with the def2-TZVPD basis set

Structure (XYZ):
```
9
Properties=species:S:1:pos:R:3:lowdin_charge:R:1
N 1.197 -0.176 0.135 0.0328
N 0.915 -0.703 1.354 0.0260
N -0.342 -0.929 1.406 0.0445
N -1.900 1.611 -0.515 0.1420
C 0.167 -0.126 -0.673 -0.0545
C -1.558 0.566 -0.147 -0.3135
C -0.930 -0.655 0.189 -0.1921
H 2.144 0.079 -0.078 0.1573
H 0.307 0.333 -1.670 0.1575
```

As for the spin multiplicity: 1. The highest occupied orbital energy comes out at -9.6 eV. The HOMO-LUMO gap comes out at 0.361 hartree. The total energy is -9099.677 eV. As for the charge: 0. The energy relative to the best compared isomer or geometry (same formula, charge and spin) is 74.1 kcal/mol.

---

Formula: C32H26Cl8MoN2O5S2Si
Source: OMol25
Level of theory: ωB97M-V with the def2-TZVPD basis set

Structure (XYZ):
```
77
Properties=species:S:1:pos:R:3:mulliken_spin:R:1
Mo -0.798 -0.156 1.836 2.0645
Cl -2.009 1.560 4.290 0.0039
Cl -0.551 2.473 -0.880 0.0017
Cl -1.482 5.334 -0.602 -0.0017
Cl -3.774 -2.507 1.112 -0.0037
Cl -4.290 0.661 0.299 -0.0020
Cl -4.598 -0.321 3.386 -0.0043
Cl -2.920 4.490 4.508 -0.0010
Cl -2.682 6.392 2.054 0.0035
S 1.458 0.149 0.799 -0.0638
S -1.342 -0.725 -0.494 -0.0951
Si -3.387 -0.560 1.739 -0.0740
O -1.836 -1.881 4.372 0.0032
O 0.223 -0.147 3.433 0.0463
O -0.441 -2.244 1.821 0.0509
O 1.669 -2.845 2.215 0.0005
O 2.144 -0.303 4.547 -0.0008
N 2.420 -0.276 -1.613 0.0282
N 0.122 -1.521 -2.516 0.0456
C 4.153 4.145 -3.108 0.0003
C 3.713 0.317 -1.228 -0.0011
C 0.088 -3.109 3.976 0.0050
C -1.835 2.586 2.897 0.0538
C -1.377 -1.584 -5.612 0.0013
C 1.370 -1.709 -3.245 -0.0045
C -2.441 0.909 -5.047 -0.0004
C 4.819 1.850 -2.885 0.0011
C -1.426 -3.242 4.169 -0.0016
C 0.418 -1.946 4.973 0.0035
C -1.301 2.035 1.733 -0.1777
C -1.758 -0.744 -6.650 -0.0002
C -1.420 -2.710 6.490 0.0014
C -1.627 4.269 0.749 -0.0188
C 3.106 2.744 -1.460 0.0026
C -2.265 3.902 3.029 -0.0143
C -1.216 2.939 0.674 0.0390
C 0.075 -0.898 -1.342 0.0441
C 1.060 -0.750 4.318 0.0037
C 0.510 -2.729 2.563 -0.0074
C 3.230 3.973 -2.085 0.0006
C -2.066 0.070 -4.012 0.0022
C -1.073 -2.081 -3.168 -0.0096
C -1.722 -3.886 5.528 -0.0012
C 1.381 -0.335 -0.782 0.0398
C -2.162 4.757 1.936 0.0272
C -2.287 0.504 -6.366 0.0004
C 4.952 3.085 -3.505 0.0001
C 3.895 1.671 -1.864 -0.0032
C -0.998 -1.620 5.498 -0.0021
C 2.251 -0.508 -3.043 0.0000
C -1.526 -1.183 -4.290 0.0043
H -2.861 1.880 -4.821 -0.0001
H -2.587 1.160 -7.172 0.0000
H 2.390 2.617 -0.661 0.0008
H -1.844 -2.220 -2.412 0.0044
H 1.087 -2.272 5.768 -0.0021
H 4.487 -0.373 -1.571 0.0012
H -2.201 0.391 -2.987 0.0011
H 3.238 -0.679 -3.473 -0.0005
H -1.140 -0.595 5.833 -0.0021
H 1.853 -2.629 -2.902 0.0017
H 4.250 5.107 -3.592 0.0000
H -2.766 -4.188 5.588 0.0000
H -1.642 -1.067 -7.675 0.0000
H -0.642 -2.933 7.219 -0.0004
H 5.444 1.021 -3.195 0.0001
H -0.971 -2.564 -5.832 0.0002
H -2.314 -2.402 7.030 0.0000
H 0.635 -4.010 4.256 0.0005
H 2.606 4.798 -1.770 0.0000
H -1.956 -3.650 3.312 0.0010
H -1.102 -4.763 5.713 0.0001
H 5.677 3.216 -4.296 0.0000
H 1.826 0.383 -3.516 0.0014
H 1.119 -1.814 -4.301 0.0001
H 3.761 0.359 -0.142 0.0014
H -0.793 -3.066 -3.549 0.0013
```

As for the spin multiplicity: 3. The highest occupied orbital energy (alpha / beta) comes out at -8.0 / -8.7 eV. The HOMO-LUMO gap (alpha / beta) comes out at 0.232 / 0.253 hartree. The total energy is -178412.896 eV. As for the charge: 0. The energy relative to the best compared isomer or geometry (same formula, charge and spin) is 18.7 kcal/mol.